Record 1
Density functional theory data (the ωB97M-V functional and the def2-TZVPD basis) for a single C3H9BrSSi molecule.

Calculated values
HOMO-LUMO gap	10.42	eV
M	185.162	g mol⁻¹
highest occupied orbital energy	-9.8	eV
relative energy (zero: lowest compared OMol25 entry of this formula, charge and spin)	0.000	eV
charge	0
SMILES	CCC[Si@@H](S)Br
E	-92014.672	eV

Geometry as XYZ:
```
15
C3H9BrSSi the ωB97M-V functional and the def2-TZVPD basis
C 1.717 -0.433 0.029
C 0.901 0.842 0.219
C -0.385 0.872 -0.612
Si -1.558 -0.544 -0.328
S -2.105 -0.746 1.728
Br -3.462 -0.088 -1.373
H 2.658 -0.385 0.578
H 1.177 -1.317 0.380
H 1.949 -0.601 -1.025
H 0.645 0.959 1.275
H 1.514 1.707 -0.043
H -0.959 1.778 -0.390
H -0.156 0.903 -1.684
H -1.072 -1.833 -0.852
H -0.864 -1.114 2.097
```

Results of the Löwdin charge analysis, in e, for atoms 1 through 4: number 1, C, carries -0.1297; number 2, C, carries -0.3326; number 3, C, carries -0.3893; number 4, Si, carries -0.1698

---

Record 2
Density functional theory data (the ωB97M-V functional and the def2-TZVPD basis) for a molecular structure, C36H24ClF11IN7OW.

Calculated values
HOMO-LUMO gap	5.91	eV
M	1125.811	g mol⁻¹
highest occupied orbital energy	-13.8	eV
relative energy (zero: lowest compared OMol25 entry of this formula, charge and spin)	0.442	eV
charge	+2
E	-102523.918	eV

Geometry as XYZ:
```
82
C36H24ClF11IN7OW the ωB97M-V functional and the def2-TZVPD basis
W 0.557 -0.270 0.308
C 3.197 1.083 1.609
N 2.326 -0.124 1.727
C 3.079 -1.336 1.357
C 3.408 -1.110 -0.086
N 2.215 -0.520 -0.789
C 2.440 -0.454 -2.219
C 3.719 -0.186 -2.768
F 4.765 0.191 -2.030
C 3.997 -0.195 -4.121
F 5.223 0.064 -4.528
C 2.997 -0.422 -5.044
F 3.246 -0.414 -6.328
C 1.719 -0.608 -4.569
F 0.716 -0.785 -5.412
C 1.458 -0.607 -3.211
F 0.180 -0.771 -2.936
C 1.839 -0.128 3.122
C 0.793 0.962 3.182
N 0.086 1.090 1.873
C -1.092 1.871 2.089
C -1.310 3.074 1.430
F -0.395 3.563 0.590
C -2.446 3.847 1.612
F -2.581 4.976 0.936
C -3.423 3.446 2.501
F -4.508 4.165 2.675
C -3.233 2.272 3.209
F -4.156 1.848 4.058
C -2.094 1.518 3.004
F -2.007 0.390 3.719
H 4.056 0.939 2.264
H 2.644 1.957 1.939
H 3.545 1.228 0.594
H 2.441 -2.196 1.534
H 3.981 -1.445 1.962
H 3.689 -2.036 -0.587
H 4.251 -0.449 -0.153
H 2.673 0.097 3.788
H 1.464 -1.110 3.373
H 1.234 1.927 3.446
H 0.100 0.719 3.980
Cl -5.383 -2.425 3.134
C -3.741 -2.210 2.676
C -2.765 -2.944 3.290
C -1.406 -2.769 2.954
I 0.043 -3.892 3.900
C -1.072 -1.858 1.992
O 0.205 -1.596 1.631
C -2.066 -1.094 1.353
N -1.633 -0.166 0.435
C -2.528 0.623 -0.123
C -3.901 0.521 0.141
C -4.350 -0.415 1.028
C -3.418 -1.251 1.680
H -3.040 -3.661 4.052
H -2.172 1.385 -0.796
H -4.578 1.198 -0.361
H -5.404 -0.511 1.256
F -1.125 -5.562 -2.664
C -0.812 -4.414 -2.074
C -1.752 -3.407 -2.013
C -1.416 -2.215 -1.389
C -0.147 -1.997 -0.845
C 0.775 -3.050 -0.942
C 0.450 -4.257 -1.534
H -2.733 -3.560 -2.445
H -2.181 -1.453 -1.385
H 1.762 -2.975 -0.514
H 1.163 -5.071 -1.582
N -1.086 3.051 -4.000
C -0.270 2.871 -2.943
C -0.365 1.713 -2.146
N 0.433 1.525 -1.100
C 1.335 2.482 -0.833
C 1.426 3.601 -1.636
N 0.642 3.807 -2.682
H -1.771 2.373 -4.273
H -0.984 3.886 -4.550
H -1.049 0.924 -2.418
H 1.952 2.377 0.036
H 2.168 4.361 -1.415
```

Results of the Löwdin charge analysis, in e, for atoms 1 through 4: number 1, W, carries 1.9557; number 2, C, carries -0.0232; number 3, N, carries -0.2924; number 4, C, carries -0.1450

---

Record 3
Density functional theory data (the ωB97M-V functional and the def2-TZVPD basis) for a molecular structure, C23H42Cl3N4O3PmSi.

Calculated values
HOMO-LUMO gap (spin up / spin down)	3.42 / 3.42	eV
M	702.059	g mol⁻¹
highest occupied orbital energy (spin up / spin down)	-3.5 / -3.5	eV
charge	0
multiplicity	5
E	-98636.545	eV

Geometry as XYZ:
```
77
C23H42Cl3N4O3PmSi the ωB97M-V functional and the def2-TZVPD basis
C -1.974 -2.552 -4.275
C -1.251 -2.914 -2.996
H -2.478 -3.417 -4.710
H -1.251 -2.142 -5.003
H -2.746 -1.801 -4.075
C -0.748 -4.223 -2.851
C -0.343 -5.121 -3.950
H -0.639 -4.625 -1.856
H 0.365 -4.692 -4.671
H -1.180 -5.514 -4.544
H 0.115 -6.000 -3.489
Pm 0.809 1.770 0.856
Cl -1.795 1.949 1.222
Cl 1.964 4.046 0.205
H 1.141 6.177 4.527
H -1.545 6.834 3.394
C 1.196 5.732 3.522
C -1.114 6.220 2.589
N -0.111 5.266 3.069
H 1.874 4.874 3.518
C -0.349 3.949 3.075
O 0.539 3.073 2.946
H -1.911 5.664 2.084
H -1.398 3.662 3.185
H 1.560 6.511 2.845
H -0.650 6.919 1.883
H 2.167 -0.852 -3.004
H 2.295 -3.436 -1.625
C 3.059 -0.801 -2.363
C 3.063 -2.899 -1.058
N 2.807 -1.460 -1.082
H 3.347 0.244 -2.221
C 2.680 -0.780 0.063
O 2.771 0.472 0.190
H 3.061 -3.251 -0.024
H 2.426 -1.405 0.935
H 3.859 -1.360 -2.866
H 4.023 -3.118 -1.537
O -0.464 -1.733 -2.525
C -1.546 -2.086 -1.698
C -0.041 -3.133 0.052
C -1.293 -2.670 -0.378
H 0.832 -2.969 -0.588
C 0.086 -3.826 1.258
H -2.370 -1.369 -1.739
C -2.426 -2.886 0.443
H 1.074 -4.187 1.579
C -1.037 -4.016 2.071
C -2.292 -3.526 1.668
H -3.398 -2.611 0.030
H -0.920 -4.511 3.030
H -3.168 -3.652 2.300
Si -0.362 2.223 -2.843
Cl 0.124 0.597 -1.331
C 1.152 3.202 -3.324
C -1.369 3.439 -1.829
C -1.282 1.417 -4.196
H 1.984 3.147 -2.616
H 0.860 4.261 -3.382
H 1.513 2.917 -4.318
H -0.622 0.841 -4.853
H -1.742 2.235 -4.773
H -2.066 0.749 -3.808
H -2.210 2.963 -1.306
H -1.753 4.201 -2.529
H -0.763 3.961 -1.063
C 0.953 -1.065 5.622
N 0.047 -0.360 4.698
C -1.217 0.246 5.174
C 0.409 -0.193 3.474
N 0.732 -0.056 2.345
H 0.556 -0.942 6.628
H 1.966 -0.629 5.557
H 0.991 -2.138 5.370
H -1.325 1.261 4.756
H -2.075 -0.378 4.874
H -1.177 0.280 6.264
```

Results of the Löwdin charge analysis, in e, for atoms 1 through 4: number 1, C, carries -0.0325; number 2, C, carries -0.4549; number 3, H, carries 0.0732; number 4, H, carries 0.0819

---

Record 4
Density functional theory data (the ωB97M-V functional and the def2-TZVPD basis) for a molecular structure, C4H11ClGeO5Pt.

Calculated values
HOMO-LUMO gap (spin up / spin down)	7.73 / 7.25	eV
M	442.268	g mol⁻¹
highest occupied orbital energy (spin up / spin down)	-9.6 / -10.3	eV
relative energy (zero: lowest compared OMol25 entry of this formula, charge and spin)	2.357	eV
charge	0
multiplicity	5
E	-86833.070	eV

Geometry as XYZ:
```
23
C4H11ClGeO5Pt the ωB97M-V functional and the def2-TZVPD basis
Pt -1.520 1.687 0.580
O -2.255 -1.464 2.760
Cl -2.862 -0.254 2.319
O -4.223 -0.120 2.711
O -1.589 1.586 2.568
O -2.597 0.048 0.197
C -0.177 -0.897 -2.061
Ge 0.965 -0.204 -0.638
C 2.809 -0.073 -1.275
C 0.889 -1.369 0.926
C 0.396 1.634 -0.140
H 0.163 -1.892 -2.345
H -0.132 -0.247 -2.935
H -1.208 -0.960 -1.717
H 3.155 -1.066 -1.556
H 3.457 0.320 -0.493
H 2.868 0.581 -2.143
H 1.236 -2.364 0.652
H -0.131 -1.447 1.298
H 1.525 -0.980 1.721
H 0.444 2.286 -1.012
H 1.042 2.028 0.646
O -2.256 3.168 -0.065
```

Results of the Löwdin charge analysis, in e, for atoms 1 through 4: number 1, Pt, carries 1.3825; number 2, O, carries -0.3556; number 3, Cl, carries 0.9760; number 4, O, carries -0.3393

---

Record 5
Density functional theory data (the ωB97M-V functional and the def2-TZVPD basis) for 2 unconnected molecules or ions with the total composition C3H7NOS.

Calculated values
HOMO-LUMO gap	3.75	eV
M	105.162	g mol⁻¹
highest occupied orbital energy	-8.7	eV
relative energy (zero: lowest compared OMol25 entry of this formula, charge and spin)	6.429	eV
charge	0
E	-17591.501	eV

Geometry as XYZ:
```
13
C3H7NOS the ωB97M-V functional and the def2-TZVPD basis
O 1.261 1.690 -0.595
C 0.038 1.792 -0.806
N -0.836 2.615 -0.248
C 0.869 -0.590 1.456
C -0.482 -0.980 0.848
S -0.469 -2.103 -0.493
H -0.460 1.125 -1.521
H -0.447 3.174 0.515
H 1.231 -1.386 2.104
H 1.548 -0.480 0.606
H -1.018 -0.040 0.516
H -1.108 -1.445 1.631
H 0.830 0.394 1.917
```

Results of the Löwdin charge analysis, in e, for atoms 1 through 4: number 1, O, carries -0.0171; number 2, C, carries -0.5425; number 3, N, carries 0.1433; number 4, C, carries -0.1705

---

Record 6
Density functional theory data (the ωB97M-V functional and the def2-TZVPD basis) for 2 unconnected molecules or ions with the total composition CH3FOS.

Calculated values
HOMO-LUMO gap (spin up / spin down)	5.88 / 5.88	eV
M	82.099	g mol⁻¹
highest occupied orbital energy (spin up / spin down)	-9.7 / -9.7	eV
relative energy (zero: lowest compared OMol25 entry of this formula, charge and spin)	4.087	eV
charge	0
E	-16681.401	eV

Geometry as XYZ:
```
7
CH3FOS the ωB97M-V functional and the def2-TZVPD basis
C 0.742 -0.045 0.119
O -1.201 -1.637 -0.596
F -1.794 2.100 -0.153
S -0.886 -0.742 0.493
H 0.583 0.934 -0.330
H 1.263 -0.692 -0.578
H 1.292 0.082 1.045
```

Results of the Löwdin charge analysis, in e, for atoms 1 through 4: number 1, C, carries -0.2677; number 2, O, carries -0.4168; number 3, F, carries -0.5965; number 4, S, carries 1.1138

---

Which of these has the lowest E? C36H24ClF11IN7OW

---

Which formula does entry 3 have? C23H42Cl3N4O3PmSi